i | This record from the OMol25 dataset describes 2 unconnected molecules or ions with the total composition CH8N3O. The level of theory is ωB97M-V with the def2-TZVPD basis set.

```
13
CH8N3O ωB97M-V with the def2-TZVPD basis set
O 2.027 1.990 1.495
N -0.256 0.640 -0.158
N -1.602 -0.647 -1.469
N -0.196 -1.654 0.036
C -0.645 -0.573 -0.566
H 0.586 -1.542 0.686
H -2.116 -1.529 -1.533
H 0.600 0.771 0.387
H -0.521 -2.590 -0.217
H 1.988 1.801 2.460
H -1.954 0.186 -1.945
H 2.928 1.703 1.223
H -0.838 1.446 -0.399
```

The value obtained for the frontier orbital gap is 0.4481 Eh. As for the charge: +1.

Atom charges from the natural (NBO) analysis, given in e for atoms 1 to 5: -0.96 -0.77 -0.76 -0.76 0.67

ii | This record from the OMol25 dataset describes 2 unconnected molecules or ions with the total composition CH8N3O. The level of theory is ωB97M-V with the def2-TZVPD basis set.

```
13
CH8N3O ωB97M-V with the def2-TZVPD basis set
O -2.338 1.304 0.497
N 0.034 -1.602 -0.197
N 0.259 0.604 -0.960
N 2.054 -0.490 0.010
C 0.782 -0.514 -0.441
H 0.608 1.487 -0.621
H -1.800 1.715 1.183
H 2.573 -1.336 0.202
H 2.432 0.450 -0.005
H 0.347 -2.107 0.609
H -3.230 1.420 0.870
H -0.972 -1.505 -0.242
H -0.748 0.574 -0.906
```

The value obtained for the frontier orbital gap is 0.4476 Eh. As for the charge: +1.

Atom charges from the natural (NBO) analysis, given in e for atoms 1 to 5: -0.97 -0.75 -0.75 -0.76 0.69

Which structure is the most stable? The one labeled i.

i | This record from the OMol25 dataset describes C3H4INO in the gas phase. The level of theory is ωB97M-V with the def2-TZVPD basis set.

```
10
C3H4INO ωB97M-V with the def2-TZVPD basis set
I -3.708 0.001 0.128
O -0.179 -1.546 0.132
N -0.761 1.014 0.236
C 0.870 -0.818 -0.189
C 0.551 0.766 0.128
C -1.665 0.236 0.318
H 1.696 -1.235 0.337
H 0.877 1.238 -0.810
H 1.073 -0.744 -1.275
H 1.246 1.086 0.994
```

The value obtained for the frontier orbital gap is 0.2700 Eh.

Atom charges from the natural (NBO) analysis, given in e for atoms 1 to 5: 0.33 -0.65 -0.38 -0.05 -0.28

ii | This record from the OMol25 dataset describes 3 unconnected molecules or ions with the total composition C3H4INO. The level of theory is ωB97M-V with the def2-TZVPD basis set.

```
10
C3H4INO ωB97M-V with the def2-TZVPD basis set
I 2.590 1.289 0.204
O 0.931 -3.169 0.482
N -0.179 -1.051 -0.629
C 1.345 -2.154 0.169
C -0.702 -0.065 -0.367
C -1.421 1.123 -0.044
H -0.969 1.604 0.820
H 2.251 -0.251 0.077
H -2.459 0.871 0.182
H -1.387 1.804 -0.894
```

The value obtained for the frontier orbital gap is 0.3821 Eh.

Atom charges from the natural (NBO) analysis, given in e for atoms 1 to 5: -0.16 -0.51 -0.37 0.50 0.38

Which structure is the most stable? The one labeled ii.